The following is a DFT calculation (the ωB97M-V functional and the def2-TZVPD basis) of 9 unconnected molecules or ions with the total composition C18H36O36S9.

Properties
- Charge: 0
- E_tot: -190462.4231 eV
- Spin multiplicity: 1
- Molar mass: 1117.05 g/mol
- HOMO-LUMO gap: 10.828 eV

Structure (XYZ):
```
99
Properties=species:S:1:pos:R:3:forces:R:3
C 3.919 2.276 -6.788 -2.202 2.000 1.736
C 3.734 3.071 -5.458 0.272 -0.203 -0.115
O 2.298 3.209 -5.300 -0.445 1.154 0.274
S 1.563 1.860 -5.627 0.116 -1.824 0.238
O 0.233 2.054 -6.230 3.550 -0.186 1.364
O 1.734 0.945 -4.485 -0.636 1.858 -2.269
O 2.708 1.484 -6.728 -0.633 -1.777 -0.868
H 4.877 1.762 -6.852 -0.563 -0.482 -0.020
H 3.741 3.007 -7.577 0.453 -0.334 -0.394
H 4.129 4.086 -5.500 0.020 -0.221 0.190
H 4.090 2.502 -4.599 0.233 0.163 -0.005
C -3.958 1.967 2.058 -1.121 1.959 -2.163
C -3.953 1.104 0.843 0.801 -0.812 0.409
O -5.253 1.281 0.268 -1.610 -0.374 1.322
S -6.396 1.436 1.520 0.707 -0.196 0.802
O -7.062 0.221 1.991 1.589 1.807 -1.454
O -7.197 2.597 1.243 0.965 -1.240 -0.045
O -5.259 1.780 2.656 -0.294 -0.990 0.487
H -4.118 2.932 1.577 0.672 0.688 0.282
H -3.004 2.032 2.581 -0.734 -0.708 1.073
H -3.719 0.064 1.071 -0.328 -0.236 -0.178
H -3.154 1.477 0.203 -0.455 -0.072 -0.547
C -4.471 -2.468 2.072 -0.675 -0.828 1.152
C -4.430 -1.796 3.474 0.330 -1.428 0.999
O -2.970 -1.710 3.862 -0.630 -0.708 -1.478
S -2.063 -2.609 2.785 -1.232 -1.481 1.197
O -2.064 -4.041 3.190 0.255 3.736 -0.866
O -0.826 -1.896 2.538 -2.209 -1.243 -0.128
O -3.149 -2.461 1.581 1.934 0.912 -0.402
H -5.240 -2.117 1.385 0.688 0.728 -0.216
H -4.709 -3.527 2.177 -0.212 -0.047 0.381
H -4.944 -2.479 4.150 0.621 -0.652 0.182
H -5.027 -0.934 3.770 0.986 1.048 -1.101
C 7.906 -4.477 2.663 -0.771 -1.989 -0.720
C 7.840 -3.852 4.039 0.439 -0.231 -1.666
O 6.724 -2.989 3.895 -1.262 1.845 -0.325
S 6.577 -2.293 2.402 1.230 -2.164 -1.458
O 7.404 -1.131 2.201 -1.026 -1.147 0.897
O 5.214 -2.309 1.923 1.552 0.147 1.335
O 7.361 -3.589 1.652 0.198 0.950 1.471
H 7.307 -5.387 2.675 -1.168 0.313 0.027
H 8.802 -5.053 2.428 0.977 1.491 -0.531
H 8.765 -3.324 4.269 -0.263 0.176 0.414
H 7.594 -4.685 4.698 0.024 0.636 0.516
C -2.190 3.561 -2.376 -0.430 2.169 -0.342
C -1.175 2.751 -3.164 0.829 1.498 0.309
O -1.862 1.799 -3.886 -3.237 -1.473 -0.170
S -3.500 1.869 -3.574 -0.190 1.468 -0.926
O -4.019 0.598 -3.206 0.519 0.159 0.088
O -4.204 2.627 -4.602 1.645 -1.101 1.617
O -3.338 2.806 -2.237 -1.399 -2.725 -0.442
H -2.538 4.405 -2.972 0.563 0.457 -0.179
H -1.961 3.971 -1.393 0.585 -0.433 -0.044
H -0.432 2.297 -2.508 0.156 -0.150 -0.357
H -0.798 3.418 -3.939 0.913 0.073 0.430
C 1.560 -0.097 0.588 1.115 -1.384 -0.984
C 2.127 -1.221 -0.321 -0.188 2.195 0.722
O 0.964 -1.702 -0.961 -2.146 -1.075 -0.194
S -0.185 -0.555 -1.204 0.841 0.341 -3.080
O -1.477 -0.827 -0.602 2.158 0.171 -0.288
O -0.197 -0.238 -2.680 0.308 -0.615 5.007
O 0.690 0.553 -0.329 -1.824 0.442 -0.854
H 2.406 0.535 0.859 -0.566 0.346 0.202
H 1.019 -0.516 1.436 -0.017 0.209 0.024
H 2.737 -1.876 0.301 -0.530 -0.808 -0.557
H 2.678 -0.752 -1.136 0.683 -0.084 0.304
C -4.615 -2.373 -1.859 1.391 0.271 -1.658
C -4.295 -3.271 -3.110 -0.740 -0.277 2.340
O -5.295 -4.341 -2.877 -0.926 -0.816 0.230
S -5.972 -4.382 -1.366 -1.289 0.787 0.075
O -5.821 -5.640 -0.645 0.312 2.187 -1.773
O -7.314 -3.761 -1.343 3.082 -1.378 -0.575
O -4.883 -3.316 -0.857 -1.314 -0.906 1.371
H -5.427 -1.709 -2.158 -0.246 0.012 0.717
H -3.759 -1.856 -1.426 -0.039 0.389 -0.641
H -3.311 -3.721 -2.976 -0.055 -0.038 -0.367
H -4.459 -2.824 -4.091 -0.108 -0.104 0.282
C 2.604 3.771 -1.598 0.897 -0.691 0.949
C 3.219 2.386 -1.127 0.755 0.319 -1.592
O 4.586 2.341 -1.668 0.904 2.338 0.195
S 5.166 3.925 -1.694 -1.402 0.540 0.750
O 6.146 4.146 -2.750 -2.108 -0.822 1.987
O 5.369 4.438 -0.333 -0.012 -1.408 -2.620
O 3.664 4.511 -2.155 2.644 0.078 -0.636
H 2.301 4.317 -0.705 -0.697 -0.093 -0.218
H 1.886 3.688 -2.414 -0.284 -0.188 0.475
H 2.777 1.571 -1.699 -0.390 -0.064 0.663
H 3.297 2.269 -0.046 -0.346 0.023 -0.199
C 0.810 0.011 6.746 -0.187 -0.698 0.340
C 0.142 -1.150 6.046 -1.277 -0.602 1.444
O 0.521 -1.073 4.705 2.199 1.511 -2.426
S 0.819 0.553 4.270 -2.512 1.052 1.245
O -0.320 1.114 3.488 3.321 -1.849 1.633
O 2.196 0.898 3.915 -2.535 -1.472 0.424
O 0.504 1.004 5.828 0.482 2.357 -2.248
H 1.890 -0.059 6.872 0.116 -0.421 -0.096
H 0.386 0.292 7.710 -0.239 -0.124 -0.179
H -0.944 -1.073 5.990 -0.230 0.608 0.676
H 0.271 -2.115 6.536 0.900 -0.239 -0.652
```
Positions in Å, forces in eV/Å.